31
Properties=species:S:1:pos:R:3:forces:R:3 method="wB97M-V/def2-TZVPD" e_homo_ev=-9.07 energy_ha=-682.35385 multiplicity=1 total_charge=0 lumo_energy_ev=0.845 smiles="C=C(C)[SiH](CC)CC.C=C=C"
Si 0.323567 0.192211 0.799018 -1.50 1.76 0.19
C -1.643354 -0.597372 -4.020263 -1.48 2.12 -0.65
C -0.646271 -1.335948 -3.817987 3.11 -2.38 1.14
C -1.662366 0.027353 0.851157 1.97 -0.09 0.17
C 2.550955 -1.048376 2.225756 -0.90 3.76 2.29
C 1.233046 -1.231918 1.597716 -0.91 1.13 -0.28
C 0.528670 2.101280 1.213815 0.77 0.48 -0.60
C 0.451819 2.756260 -0.192168 -0.95 1.33 -0.69
C 0.619183 2.863822 2.325993 -1.03 -1.16 -1.33
C 0.402141 -2.082831 -3.556858 -0.47 0.82 -1.44
C -2.105426 -1.422510 0.703473 -3.10 1.20 3.88
H -3.231576 -1.309864 0.853036 0.99 -0.69 -0.75
H 0.520602 3.931759 2.221293 0.26 0.31 0.14
H 1.354389 2.912667 -0.783466 0.74 -0.64 0.55
H 1.110933 -2.290976 -4.352675 -0.19 -0.21 -0.02
H 0.024507 3.820150 -0.343794 0.04 -1.61 1.05
H 2.910538 -1.881811 2.734165 0.63 -1.40 0.96
H 0.486212 2.443450 3.307803 0.39 -0.10 0.30
H 3.312220 -0.615423 1.638216 0.81 0.04 -1.36
H 1.408390 -1.848974 0.796488 -0.08 -1.84 -2.33
H 0.642867 -2.457804 -2.601106 0.09 -0.14 1.04
H 2.379156 -0.165753 2.929893 0.63 -1.33 0.02
H 0.652653 0.301372 -0.660154 0.14 -0.63 0.31
H -1.926620 0.540251 -0.081361 -0.31 0.33 0.42
H -0.111623 2.057219 -0.834348 -0.15 0.72 0.10
H -1.522605 0.470936 -4.082377 -0.02 0.32 0.29
H -1.885908 -2.023440 1.626453 0.46 0.20 -1.11
H -2.153281 0.487200 1.761442 0.75 -0.28 -1.16
H -2.600944 -0.973775 -4.240667 -1.04 -0.51 -0.32
H 0.496230 -1.735438 2.182359 -0.31 -0.45 0.92
H -1.918104 -1.883720 -0.200852 0.66 -1.05 -1.73


13
Properties=species:S:1:pos:R:3:forces:R:3 method="wB97M-V/def2-TZVPD" e_homo_ev=-15.67 energy_ha=-190.84324 multiplicity=1 total_charge=+1 lumo_energy_ev=-4.351
N 0.078547 0.621642 -1.011696 1.64 1.93 -3.25
N -1.595091 0.775107 0.931743 -0.86 0.94 1.71
C 0.935981 -0.326363 -1.078895 -0.13 -0.57 0.87
C 1.284707 -1.168873 0.090317 -0.12 2.74 1.54
H -0.583984 0.860443 -0.209657 -0.24 -0.27 0.67
H 0.104003 1.310942 -1.847999 -0.56 -1.78 1.61
H 1.813431 -2.080534 0.003529 0.35 -0.74 -0.66
H 0.326792 -1.265217 0.539953 -0.88 -0.94 0.85
H -2.063029 1.676367 1.183814 0.92 -0.69 -0.11
H -2.444114 0.195898 0.772207 1.21 -0.21 0.52
H -0.988825 0.501809 1.771140 -1.79 0.17 -1.35
H 1.323722 -0.585628 -2.025214 0.83 0.23 -1.09
H 1.807858 -0.515593 0.880758 -0.38 -0.79 -1.32